C40H91BClFIN2O19PS2 | ωB97M-V/def2-TZVPD

Last column: Mulliken charge in e.
Element x y z (Å)
C1 2.992 0.942 5.199  -1.129
C2 3.158 0.454 3.709  -0.492
C3 2.096 -0.635 3.335  -0.248
O1 1.231 -0.279 2.256  0.386
C4 0.483 0.880 2.584  -1.072
C5 -0.677 1.148 1.553  1.174
F1 -0.068 1.165 0.313  -0.274
C6 -1.623 -0.114 1.579  -0.731
C7 -1.958 -0.625 3.028  2.053
C8 -1.201 -1.977 3.342  -0.301
S1 -2.356 -3.434 3.185  -0.186
O2 -1.306 2.303 1.988  0.325
C9 -1.896 3.157 1.041  -0.796
C10 -2.754 2.503 -0.113  -0.824
P1 -0.618 4.247 0.084  0.629
N1 0.863 4.169 0.663  -0.848
C11 -2.835 4.145 1.846  0.428
Cl1 -3.728 5.192 0.588  -0.139
I1 -1.468 5.399 3.078  0.127
N2 -3.775 3.591 2.755  1.257
C12 -4.181 2.213 2.656  0.524
C13 -5.628 1.954 2.057  -0.661
C14 -5.981 0.407 2.099  0.206
C15 -7.467 0.189 2.611  -0.762
S2 -8.475 -0.940 1.576  1.169
O3 -9.336 -0.075 0.710  -0.637
O4 -9.382 -1.701 2.480  -0.626
O5 -7.570 -1.923 0.615  -0.446
C16 -4.798 4.510 3.242  -1.394
B1 -5.274 4.149 4.745  0.651
O6 -4.257 3.839 5.677  -0.400
O7 -6.654 4.107 5.062  -0.519
H1 2.049 1.503 5.370  0.180
H2 3.841 1.572 5.539  0.404
H3 2.962 0.020 5.828  0.305
H4 4.185 0.025 3.646  0.451
H5 3.155 1.345 3.050  0.226
H6 1.433 -0.874 4.208  0.085
H7 2.657 -1.547 3.027  0.382
H8 0.139 0.928 3.639  0.266
H9 1.175 1.753 2.450  0.112
H10 -1.129 -0.944 1.027  -0.684
H11 -2.603 0.091 1.085  0.568
H12 -3.044 -0.881 3.081  0.155
H13 -1.803 0.138 3.825  -1.563
H14 -0.774 -1.969 4.366  -0.087
H15 -0.390 -2.176 2.609  -0.002
H16 -1.926 -4.119 2.068  0.123
H17 -2.693 3.153 -1.016  0.729
H18 -2.417 1.503 -0.443  0.006
H19 -3.841 2.428 0.108  -0.098
H20 -0.997 5.614 0.023  0.126
H21 -0.564 3.761 -1.268  0.027
H22 0.865 3.583 1.495  0.309
H23 -4.229 1.747 3.679  -1.396
H24 -3.526 1.530 2.082  -0.040
H25 -6.427 2.468 2.626  0.594
H26 -5.668 2.231 0.976  -0.013
H27 -5.897 -0.012 1.071  0.306
H28 -5.335 -0.149 2.813  -0.214
H29 -7.450 -0.199 3.655  0.457
H30 -8.044 1.138 2.663  0.390
H31 -7.244 -1.339 -0.090  0.378
H32 -4.449 5.570 3.321  0.488
H33 -5.704 4.582 2.588  0.148
H34 -4.534 4.069 6.571  0.191
H35 -6.741 4.159 6.020  0.257
C17 1.789 -1.444 -0.345  -0.191
O8 1.689 -2.791 -0.789  -0.406
C18 0.420 -3.373 -0.540  0.171
C19 -0.098 -4.127 -1.757  -0.523
O9 -0.438 -3.306 -2.864  -0.550
C20 0.634 -2.675 -3.561  0.007
C21 1.569 -3.621 -4.300  -0.233
O10 2.392 -4.340 -3.392  -0.165
C22 2.589 -5.691 -3.758  -0.892
H36 1.969 -1.414 0.722  0.069
H37 2.635 -0.987 -0.863  0.373
H38 0.893 -0.871 -0.594  0.026
H39 -0.312 -2.612 -0.248  -0.308
H40 0.538 -4.074 0.297  0.380
H41 -1.028 -4.621 -1.458  0.466
H42 0.584 -4.925 -2.049  0.104
H43 1.184 -2.006 -2.899  -0.266
H44 0.153 -2.039 -4.311  0.457
H45 2.231 -3.034 -4.947  -0.004
H46 0.975 -4.296 -4.927  0.453
H47 1.656 -6.157 -4.092  0.437
H48 2.934 -6.229 -2.875  0.251
H49 3.350 -5.769 -4.541  0.219
C23 6.425 -0.953 -5.832  -0.675
O11 6.319 -2.284 -6.303  -0.363
C24 5.046 -2.865 -6.057  -0.299
C25 4.508 -3.598 -7.279  -0.241
O12 4.151 -2.768 -8.376  -0.501
C26 5.197 -2.127 -9.102  -0.279
C27 6.115 -3.062 -9.876  -0.552
O13 6.975 -3.780 -9.001  -0.279
C28 7.170 -5.128 -9.383  -0.815
H50 6.608 -0.950 -4.753  0.336
H51 7.270 -0.486 -6.339  0.311
H52 5.529 -0.371 -6.063  0.210
H53 4.322 -2.105 -5.743  0.216
H54 5.171 -3.577 -5.233  0.283
H55 3.581 -4.091 -6.971  0.425
H56 5.182 -4.396 -7.591  0.113
H57 5.762 -1.456 -8.456  0.069
H58 4.687 -1.492 -9.832  0.411
H59 6.750 -2.467 -10.543  0.408
H60 5.507 -3.740 -10.484  0.333
H61 6.229 -5.599 -9.687  0.373
H62 7.549 -5.668 -8.515  0.233
H63 7.903 -5.194 -10.192  0.311
C29 0.683 1.672 -3.411  -0.301
O14 1.681 2.676 -3.387  -0.226
C30 2.908 2.229 -2.826  -0.094
C31 4.102 2.662 -3.668  -0.625
O15 4.207 2.039 -4.942  -0.381
C32 3.246 2.388 -5.934  -0.173
C33 3.312 3.829 -6.421  -0.650
O16 2.825 4.728 -5.435  -0.225
C34 3.569 5.927 -5.348  -0.847
H64 0.222 1.575 -2.422  -0.385
H65 -0.078 1.972 -4.133  0.312
H66 1.090 0.707 -3.733  0.453
H67 2.918 1.139 -2.716  0.061
H68 2.991 2.673 -1.827  0.411
H69 5.002 2.366 -3.121  0.439
H70 4.149 3.747 -3.756  0.149
H71 2.240 2.122 -5.610  0.013
H72 3.473 1.743 -6.788  0.404
H73 2.672 3.935 -7.306  0.401
H74 4.343 4.065 -6.704  0.367
H75 4.646 5.735 -5.386  0.390
H76 3.345 6.388 -4.385  0.241
H77 3.280 6.616 -6.147  0.303
C35 -2.076 1.953 6.218  -0.121
O17 -2.672 1.161 7.231  -0.377
C36 -3.964 0.684 6.883  0.391
C37 -4.133 -0.795 7.207  -0.713
O18 -3.360 -1.679 6.407  -0.391
C38 -1.948 -1.699 6.597  0.507
C39 -1.483 -2.227 7.946  -1.013
O19 -1.747 -1.293 8.983  -0.262
C40 -2.187 -1.895 10.185  -0.839
H78 -2.479 2.966 6.243  0.284
H79 -1.002 1.989 6.413  0.353
H80 -2.224 1.512 5.225  -0.256
H81 -4.170 0.844 5.818  -0.446
H82 -4.692 1.266 7.462  0.421
H83 -5.177 -1.049 7.000  0.530
H84 -3.984 -0.987 8.269  0.148
H85 -1.513 -0.723 6.378  -0.247
H86 -1.569 -2.383 5.830  0.317
H87 -0.398 -2.382 7.913  0.414
H88 -1.968 -3.190 8.141  0.425
H89 -2.927 -2.680 9.994  0.379
H90 -2.667 -1.123 10.787  0.242
H91 -1.339 -2.304 10.742  0.307

Calculated values
LUMO level (eV): -0.3
Maximum force (eV/Å): 6.4
HOMO-LUMO gap (eV): 8.0